Below is a structure of composition C24H34CdCl2N9O2 in a non-equilibrium geometry, with properties calculated with ωB97M-V with the def2-TZVPD basis set.

Summary:
**Charge**: +1
**Energy above the lowest of the compared OMol25 structures with the same formula, charge and spin**: 69.14 kJ/mol
**HOMO**: -0.3977 Eh

```
72
Properties=species:S:1:pos:R:3:mulliken_charge:R:1
Cd -0.36 1.29 -0.21 3.57
N 0.61 2.57 -1.89 -0.79
C -0.29 3.40 -2.74 -0.96
C -1.62 2.66 -2.97 -0.89
N -2.36 2.11 -1.83 0.44
C -3.08 0.86 -2.20 -0.79
C -2.18 -0.36 -2.48 -0.89
N -1.22 -0.69 -1.36 -0.78
C -3.18 3.08 -1.10 -0.80
C -2.44 3.86 0.01 -0.68
N -1.74 2.97 0.94 -0.60
H 1.40 3.17 -1.56 0.26
H 1.05 1.75 -2.30 0.10
H 0.11 3.56 -3.71 0.49
H -0.42 4.39 -2.26 0.33
H -1.35 1.77 -3.56 0.33
H -2.33 3.29 -3.57 0.35
H -3.70 1.02 -3.12 0.24
H -3.80 0.66 -1.42 0.53
H -1.68 -0.16 -3.43 0.45
H -2.83 -1.20 -2.73 0.50
H -0.50 -1.32 -1.73 0.15
H -1.74 -1.28 -0.69 0.25
H -4.01 2.51 -0.65 0.48
H -3.60 3.81 -1.79 0.30
H -3.18 4.45 0.59 0.45
H -1.75 4.63 -0.43 0.30
H -2.33 2.38 1.50 0.20
H -1.22 3.57 1.62 0.22
C 2.87 0.80 0.93 -1.37
N 1.63 1.40 1.53 -0.40
C 1.18 0.74 2.78 -0.89
C 0.02 -0.14 2.65 0.18
N -1.01 0.02 1.79 0.24
C -2.03 -0.80 2.32 0.02
C -3.37 -0.94 1.90 -0.25
C -4.21 -1.71 2.71 -0.78
C -3.76 -2.28 3.92 -0.52
C -2.43 -2.23 4.30 -1.06
C -1.60 -1.48 3.48 0.35
N -0.22 -1.13 3.53 0.04
C 2.55 -0.18 -0.16 0.27
N 1.84 0.18 -1.27 -0.18
C 2.19 -0.79 -2.24 -0.14
C 1.73 -1.00 -3.55 -0.22
C 2.27 -2.05 -4.26 -0.84
C 3.30 -2.81 -3.71 -0.47
C 3.66 -2.71 -2.38 -0.80
C 3.05 -1.68 -1.66 0.40
N 3.25 -1.35 -0.33 0.14
H 3.33 0.17 1.72 0.28
H 3.60 1.54 0.57 0.47
H 1.74 2.40 1.64 0.23
H 0.85 1.54 3.50 0.43
H 2.07 0.16 3.06 0.28
H -3.77 -0.51 0.99 0.30
H -5.25 -1.88 2.39 0.40
H -4.47 -2.85 4.48 0.41
H -2.08 -2.64 5.26 0.41
H 0.51 -1.47 4.19 0.27
H 1.04 -0.36 -4.05 0.53
H 1.95 -2.23 -5.27 0.43
H 3.85 -3.48 -4.34 0.42
H 4.32 -3.43 -1.88 0.48
H 3.35 -2.20 0.31 0.34
Cl 3.55 -3.71 4.92 -0.17
C 4.27 -3.64 3.33 0.02
Cl 5.78 -2.63 3.32 -0.19
C 3.38 -3.09 2.19 0.30
O 3.68 -3.57 1.06 -0.77
O 2.60 -2.08 2.36 -0.64
H 4.57 -4.65 3.01 0.34
```